A molecular structure, C7H4F3IN2 at a distorted geometry, computed with the ωB97M-V functional and the def2-TZVPD basis.

```
17
Properties=species:S:1:pos:R:3:forces:R:3
C -0.992 -1.869 2.476 -0.738 -0.350 -0.294
C 0.340 0.673 0.206 -1.114 -2.841 -0.806
C -0.075 0.019 -1.095 -0.110 0.982 -0.314
C 0.090 -0.048 1.321 -0.435 0.855 1.227
C -0.812 -1.132 -1.104 2.302 -0.210 -0.094
C -0.249 -1.543 1.230 0.932 -0.303 1.197
C 1.091 -2.450 1.348 1.399 -0.008 -0.485
N -1.621 -2.131 3.402 0.294 0.166 -0.223
N -0.897 -1.943 0.006 -0.086 1.405 0.715
F 0.903 -3.598 0.676 -0.114 0.048 0.453
F 2.175 -1.871 0.763 -0.896 0.127 0.211
F 1.496 -2.759 2.601 -0.771 0.347 -0.524
I -2.143 -3.464 -0.146 -0.847 -1.006 0.258
H 0.838 1.614 0.223 -0.286 0.764 0.009
H 0.078 0.565 -2.063 -0.088 -0.711 1.149
H -0.039 0.375 2.394 0.893 -0.641 -2.071
H -1.020 -1.802 -1.947 -0.335 1.377 -0.407
```
Forces are in eV/Å.

**LUMO**: -0.549 eV
**2S+1**: 1
**M**: 300.02 Da
**Gap between HOMO and LUMO**: 7.95 eV
**Energy relative to the best compared isomer or geometry (same formula, charge and spin)**: 5.46 kJ/mol
**Net charge**: 0

Table of Löwdin atomic charges, one value per atom, all in e: C -0.218; C -0.047; C -0.067; C -0.030; C -0.225; C -0.386; C -0.521; N 0.202; N -0.568; F 0.090; F 0.129; F 0.139; I 1.069; H 0.096; H 0.108; H 0.152; H 0.078


A molecular structure, C12H29N4O6PRu at a distorted geometry, computed with the ωB97M-V functional and the def2-TZVPD basis.

```
53
Properties=species:S:1:pos:R:3:forces:R:3
O -0.129 -1.194 -3.516 -0.738 -0.330 -0.136
H -0.504 -1.629 -4.294 -0.440 0.150 -0.107
Ru -0.338 0.111 -0.257 -0.822 1.542 -0.241
N 1.044 -0.909 -1.188 1.065 -0.634 -0.281
N -1.116 -1.653 0.041 -0.002 -2.462 0.356
N 0.332 1.969 -0.417 2.208 0.170 -1.494
N -1.678 1.135 0.776 -1.780 -2.898 0.136
O 2.105 -0.414 -1.657 -0.984 -1.044 0.457
O 1.436 2.342 -1.143 -0.537 -0.578 0.142
O -2.715 0.579 1.475 0.929 -0.027 -0.576
O -2.103 -1.935 0.830 0.983 0.432 -1.118
C -0.469 -2.645 -0.664 -0.474 0.577 0.339
C 0.733 -2.254 -1.301 0.092 0.688 -0.405
C -0.319 2.940 0.254 -1.701 0.227 1.564
C -1.456 2.450 0.969 1.743 3.182 -0.404
C 1.608 -3.107 -2.142 -0.043 -0.541 0.237
H 1.676 -2.742 -3.170 0.050 0.207 0.271
H 1.217 -4.121 -2.181 0.092 0.006 0.003
H 2.609 -3.149 -1.712 0.075 0.074 -0.115
C -1.093 -3.994 -0.721 0.221 -0.527 0.001
H -2.079 -3.960 -1.211 0.255 0.138 0.275
H -1.223 -4.393 0.293 -0.123 0.130 -0.219
H -0.472 -4.703 -1.279 -0.167 0.230 0.153
C 0.170 4.349 0.270 -0.150 0.327 0.011
C -2.332 3.262 1.860 -0.147 0.279 0.175
H 0.815 4.526 -0.599 -0.195 0.016 0.318
H 0.744 4.567 1.188 -0.166 -0.133 -0.358
H -0.679 5.050 0.238 0.307 -0.234 0.017
H -2.941 2.603 2.491 0.185 0.234 -0.194
H -3.022 3.882 1.263 0.202 -0.181 0.164
H -1.757 3.942 2.509 -0.119 -0.252 -0.341
H 1.773 1.507 -1.608 -0.468 0.654 0.471
H -2.602 -0.429 1.309 -0.159 0.615 -0.009
C -1.523 0.215 -1.997 -1.601 0.403 1.542
H -1.031 -0.407 -2.954 0.778 -0.421 -0.183
H -1.788 1.281 -2.219 0.342 -0.896 -0.260
H -2.465 -0.339 -1.736 0.599 0.420 -0.768
O 1.450 0.767 -4.067 -0.934 -1.398 0.359
H 0.923 -0.119 -3.945 1.270 2.016 -0.270
H 0.724 1.393 -4.137 0.071 0.274 -0.207
C 2.441 0.722 2.279 -0.067 0.096 -0.374
P 0.887 -0.165 1.809 0.885 -0.848 2.533
C 1.400 -1.899 2.159 -0.005 0.056 -0.410
C -0.114 0.113 3.336 -0.100 0.158 -0.298
H 3.232 0.507 1.548 -0.188 0.103 0.132
H 2.782 0.390 3.276 -0.307 0.051 -0.443
H 2.273 1.806 2.308 0.044 -0.240 -0.059
H 1.792 -1.983 3.181 -0.052 0.140 -0.262
H 0.540 -2.570 2.064 0.177 0.083 -0.040
H 2.183 -2.187 1.447 -0.168 -0.104 0.153
H -1.062 -0.433 3.266 0.155 0.205 0.013
H -0.309 1.187 3.461 -0.075 -0.284 0.019
H 0.428 -0.260 4.215 -0.016 0.147 -0.269
```
Forces are in eV/Å.

**LUMO (spin up / spin down)**: -3.824 / -6.356 eV
**2S+1**: 6
**M**: 457.43 Da
**Gap between HOMO and LUMO (spin up / spin down)**: 6.44 / 6.16 eV
**Energy relative to the best compared isomer or geometry (same formula, charge and spin)**: 0.00 kJ/mol
**Net charge**: +1

Table of Löwdin atomic charges, one value per atom, all in e: O -0.144; H 0.081; Ru 1.196; N -0.265; N -0.272; N -0.176; N -0.184; O -0.013; O 0.019; O 0.006; O -0.065; C -0.240; C -0.244; C -0.253; C -0.251; C 0.005; H 0.098; H 0.079; H 0.103; C 0.005; H 0.110; H 0.100; H 0.080; C 0.002; C 0.001; H 0.090; H 0.107; H 0.099; H 0.088; H 0.112; H 0.102; H 0.099; H 0.077; C -0.118; H 0.012; H 0.040; H 0.034; O -0.115; H 0.001; H 0.021; C -0.228; P 0.816; C -0.242; C -0.238; H 0.053; H 0.063; H 0.045; H 0.059; H 0.044; H 0.051; H 0.043; H 0.049; H 0.059